Entry 1:
The following is a DFT calculation (ωB97M-V with the def2-TZVPD basis set) of the molecule C7H8O.

XYZ file:
```
16
C7H8O ωB97M-V with the def2-TZVPD basis set
C 0.671 1.140 -0.002
C 1.983 0.520 0.046
C 1.832 -0.764 0.105
C 0.399 -1.116 -0.160
C -0.445 0.084 -0.036
C -1.855 0.083 -0.558
C -1.489 0.365 0.731
H 2.806 1.003 -0.080
H 2.672 -1.483 0.119
H 0.109 -1.649 0.671
H 0.455 -1.493 -1.335
H -2.171 0.929 -1.231
H -2.380 -1.055 -0.696
H -1.497 1.489 1.145
H -1.673 -0.360 1.478
O 0.583 2.306 -0.198
```

Summary:
DFT total energy	-9431.4975	eV
LUMO level	0.83	eV
largest force on an atom	0.2156	Eh/bohr
frontier orbital gap	0.3681	hartree
SMILES	O=C1C=CCC12CC2
relative energy (zero: lowest compared OMol25 entry of this formula, charge and spin)	109.42	kcal/mol


Entry 2:
The following is a DFT calculation (ωB97M-V with the def2-TZVPD basis set) of the molecule C7H8O.

XYZ file:
```
16
C7H8O ωB97M-V with the def2-TZVPD basis set
C 0.828 0.152 -2.593
C 0.462 0.020 -1.317
C 0.905 0.813 -0.012
C -0.018 0.471 1.301
C 0.100 1.331 2.471
C -1.081 -0.340 0.536
C -0.163 -1.110 -0.491
H 1.437 1.005 -2.920
H 0.198 -0.527 -3.225
H 1.156 2.120 0.090
H 1.930 0.393 0.231
H -0.555 1.303 3.524
H 0.916 1.991 2.599
H -1.685 0.573 0.096
H 0.720 -1.601 0.028
O -1.289 -1.660 0.025
```

Summary:
DFT total energy	-9427.4969	eV
LUMO level	0.62	eV
largest force on an atom	0.1028	Eh/bohr
frontier orbital gap	0.3538	hartree
SMILES	C=C1CC(=C)[C@@H]2O[C@@H]12
relative energy (zero: lowest compared OMol25 entry of this formula, charge and spin)	201.67	kcal/mol


Entry 3:
The following is a DFT calculation (ωB97M-V with the def2-TZVPD basis set) of the molecule C7H8O.

XYZ file:
```
16
C7H8O ωB97M-V with the def2-TZVPD basis set
C -0.010 -0.432 2.519
C -0.378 -0.198 1.112
C -1.525 -0.057 0.472
C -1.247 0.285 -0.976
C 0.299 0.156 -1.062
C 1.012 0.282 -2.387
C 0.758 -0.181 0.114
H 0.747 0.358 2.914
H 0.367 -1.439 2.769
H -0.871 -0.120 3.198
H -2.513 0.158 0.953
H 2.060 0.135 -2.267
H 0.606 -0.535 -2.990
H 0.913 1.325 -2.872
H 1.827 -0.362 0.314
O -2.048 0.623 -1.811
```

Summary:
DFT total energy	-9434.5995	eV
LUMO level	-0.28	eV
largest force on an atom	0.0711	Eh/bohr
frontier orbital gap	0.3203	hartree
SMILES	CC1=CC(=O)C(C)=C1
relative energy (zero: lowest compared OMol25 entry of this formula, charge and spin)	37.88	kcal/mol


Entry 4:
The following is a DFT calculation (ωB97M-V with the def2-TZVPD basis set) of the molecule C7H8O2.

XYZ file:
```
17
C7H8O2 ωB97M-V with the def2-TZVPD basis set
C -3.169 0.318 0.054
C -1.945 -0.599 -0.040
C -0.541 0.047 -0.019
C 0.036 1.310 -0.016
C 1.476 1.121 0.000
C 1.642 -0.230 0.016
C 2.888 -1.108 -0.007
H -4.034 -0.312 0.034
H -3.106 1.012 0.939
H -3.120 0.946 -0.885
H -0.483 2.251 -0.149
H 2.237 1.915 0.039
H 3.244 -1.341 0.994
H 2.713 -2.112 -0.493
H 3.707 -0.518 -0.485
O -2.006 -1.825 -0.022
O 0.460 -0.875 0.039
```

Summary:
DFT total energy	-11482.8138	eV
LUMO level	0.64	eV
largest force on an atom	0.0408	Eh/bohr
frontier orbital gap	0.3464	hartree
SMILES	CC(=O)c1ccc(C)o1
relative energy (zero: lowest compared OMol25 entry of this formula, charge and spin)	17.21	kcal/mol


Entry 5:
The following is a DFT calculation (ωB97M-V with the def2-TZVPD basis set) of the molecule C7H8O2.

XYZ file:
```
17
C7H8O2 ωB97M-V with the def2-TZVPD basis set
C -1.301 1.896 -0.031
C -0.274 0.827 -0.012
C -0.481 -0.527 0.050
C 0.790 -1.296 -0.006
C 1.866 -0.208 -0.019
C 1.191 1.148 0.022
C -1.800 -1.190 -0.007
H -1.072 2.648 -0.763
H -2.285 1.431 -0.156
H -1.220 2.528 0.888
H 0.935 -1.984 0.823
H 0.869 -1.913 -0.937
H 1.493 1.771 -0.825
H 1.522 1.745 0.886
H -1.767 -2.305 -0.060
O 3.067 -0.359 0.001
O -2.869 -0.618 0.018
```

Summary:
DFT total energy	-11482.8587	eV
LUMO level	-0.04	eV
largest force on an atom	0.0329	Eh/bohr
frontier orbital gap	0.3521	hartree
SMILES	CC1=C(C=O)CC(=O)C1
relative energy (zero: lowest compared OMol25 entry of this formula, charge and spin)	16.17	kcal/mol


Entry 6:
The following is a DFT calculation (ωB97M-V with the def2-TZVPD basis set) of a structure of composition C7H8O3.

XYZ file:
```
18
C7H8O3 ωB97M-V with the def2-TZVPD basis set
C 0.451 -1.680 1.087
C -1.881 0.415 0.152
C -0.159 1.447 0.165
C 1.022 -0.967 -0.111
C -0.782 0.496 -0.903
C 0.867 2.253 0.309
C 0.022 -0.738 -1.266
O -1.300 1.330 0.985
O -2.884 -0.202 0.299
O 2.201 -0.732 -0.247
H -1.112 1.034 -1.792
H 0.998 -1.391 1.984
H 0.587 -2.756 0.933
H -0.617 -1.487 1.207
H 0.950 2.912 1.153
H 1.675 2.222 -0.400
H -0.633 -1.597 -1.379
H 0.595 -0.559 -2.176
```

Summary:
DFT total energy	-13529.9240	eV
LUMO level	0.54	eV
largest force on an atom	0.0319	Eh/bohr
frontier orbital gap	0.3839	hartree
relative energy (zero: lowest compared OMol25 entry of this formula, charge and spin)	30.73	kcal/mol


Entry 7:
The following is a DFT calculation (ωB97M-V with the def2-TZVPD basis set) of a cluster of 2 separate species, C7H9BrN4 in total.

XYZ file:
```
21
C7H9BrN4 ωB97M-V with the def2-TZVPD basis set
C -0.766 -0.672 -3.601
C 0.120 -0.930 -1.609
C -0.064 0.519 -1.957
C 0.535 -1.360 -0.454
C 0.233 1.179 3.238
C -0.671 0.598 2.269
C 0.703 0.030 2.264
N -0.481 0.525 -3.236
N 1.432 0.243 1.121
N -0.298 -1.611 -2.746
N 0.150 1.556 -1.230
Br 0.434 -2.961 0.378
H -1.049 -0.918 -4.599
H 0.592 2.154 3.219
H 0.099 0.705 4.238
H -1.364 -0.196 2.602
H -0.955 1.016 1.356
H 0.881 -0.880 2.850
H -0.525 -2.527 -2.849
H 1.152 1.155 0.477
H -0.156 2.376 -1.733
```

Summary:
DFT total energy	-83401.5610	eV
LUMO level (spin up / spin down)	-0.08 / -0.24	eV
largest force on an atom	0.0679	Eh/bohr
frontier orbital gap (spin up / spin down)	0.2992 / 0.2853	hartree
relative energy (zero: lowest compared OMol25 entry of this formula, charge and spin)	85.26	kcal/mol


Entry 8:
The following is a DFT calculation (ωB97M-V with the def2-TZVPD basis set) of a cluster of 2 separate species, C7H9Cl in total.

XYZ file:
```
17
C7H9Cl ωB97M-V with the def2-TZVPD basis set
C -2.387 -1.493 2.561
C -1.867 -0.654 1.855
C -0.061 1.516 0.567
C -1.302 0.677 0.393
C -0.032 0.338 -0.293
C -0.087 0.423 -1.815
C 0.740 -0.910 0.258
Cl -2.768 1.244 -0.256
H -2.825 -2.175 3.260
H -0.074 2.614 0.089
H 0.428 1.450 1.485
H 0.970 0.763 -2.182
H -0.780 1.059 -2.218
H -0.245 -0.634 -2.257
H 0.011 -1.268 1.056
H 1.762 -0.683 0.535
H 0.766 -1.752 -0.509
```

Summary:
DFT total energy	-19921.5454	eV
LUMO level	0.66	eV
largest force on an atom	0.0929	Eh/bohr
frontier orbital gap	0.3885	hartree
relative energy (zero: lowest compared OMol25 entry of this formula, charge and spin)	117.85	kcal/mol


Entry 9:
The following is a DFT calculation (ωB97M-V with the def2-TZVPD basis set) of the molecule C7H9Cl2N.

XYZ file:
```
19
C7H9Cl2N ωB97M-V with the def2-TZVPD basis set
C 0.702 -0.922 -0.939
C 0.560 -1.161 0.355
C 0.155 0.229 -1.730
C -0.254 -0.614 1.311
C 1.103 1.378 -1.943
C -0.856 0.799 1.119
C -0.539 -1.291 2.427
N -1.021 0.398 -2.165
Cl -1.552 -0.592 3.799
Cl -0.074 -2.814 2.858
H 1.525 -1.442 -1.544
H 1.067 -2.097 0.773
H 0.666 2.015 -2.751
H 2.164 0.994 -1.899
H 1.012 1.954 -1.008
H -0.745 1.196 0.099
H -0.387 1.500 1.753
H -1.873 0.900 1.580
H -1.653 -0.433 -2.097
```

Summary:
DFT total energy	-33937.5727	eV
LUMO level	0.12	eV
largest force on an atom	0.0947	Eh/bohr
frontier orbital gap	0.3296	hartree
SMILES	[H]/N=C(C)\C=C/C(C)=C(Cl)Cl
relative energy (zero: lowest compared OMol25 entry of this formula, charge and spin)	47.01	kcal/mol


Entry 10:
The following is a DFT calculation (ωB97M-V with the def2-TZVPD basis set) of the ion C7H9ClFN2O with charge +1.

XYZ file:
```
21
C7H9ClFN2O ωB97M-V with the def2-TZVPD basis set
C -2.147 -0.718 2.188
C -1.650 -1.553 1.008
F -2.681 -1.752 0.093
C -0.532 -0.919 0.236
C -0.525 0.247 -0.460
N 0.714 0.396 -1.038
C 1.178 1.552 -1.800
C 2.098 2.387 -0.908
O 1.703 2.989 0.031
Cl 3.742 2.458 -1.466
C 1.446 -0.677 -0.740
N 0.716 -1.468 0.034
H -2.095 -1.286 3.112
H -3.191 -0.470 2.010
H -1.583 0.204 2.311
H -1.343 -2.546 1.344
H -1.304 0.982 -0.571
H 0.309 2.165 -2.033
H 1.656 1.221 -2.715
H 2.462 -0.858 -1.050
H 1.025 -2.352 0.412
```

Summary:
DFT total energy	-27666.1362	eV
LUMO level	-3.52	eV
charge	+1
largest force on an atom	0.0139	Eh/bohr
frontier orbital gap	0.4006	hartree
SMILES	C[C@@H](F)c1cn(CC(=O)Cl)c[nH+]1


Entry 11:
The following is a DFT calculation (ωB97M-V with the def2-TZVPD basis set) of a cluster of 2 separate species, C7H9ClNPS2 in total.

XYZ file:
```
21
C7H9ClNPS2 ωB97M-V with the def2-TZVPD basis set
C -4.122 0.035 -0.436
C -3.715 -1.290 -0.809
C -3.225 0.817 0.282
C -2.522 -1.836 -0.302
C -1.984 0.295 0.613
C -1.691 -1.056 0.418
C 4.577 -0.343 -2.098
N 4.201 -0.291 -0.732
P -0.085 -1.686 1.129
S 1.301 -0.362 0.513
S 5.251 -0.193 0.472
Cl 0.360 -3.289 -0.146
H -5.099 0.530 -0.636
H -4.468 -1.773 -1.444
H -3.487 1.869 0.511
H -2.240 -2.856 -0.257
H -1.335 0.822 1.217
H 4.089 -1.353 -2.520
H 4.222 0.446 -2.807
H 5.590 -0.395 -2.126
H 3.197 -0.263 -0.331
```

Summary:
DFT total energy	-52374.5420	eV
LUMO level (spin up / spin down)	-0.11 / -3.01	eV
largest force on an atom	0.1044	Eh/bohr
frontier orbital gap (spin up / spin down)	0.2996 / 0.1662	hartree
relative energy (zero: lowest compared OMol25 entry of this formula, charge and spin)	44.25	kcal/mol


Entry 12:
The following is a DFT calculation (ωB97M-V with the def2-TZVPD basis set) of a cluster of 2 separate species, C7H9ClS in total.

XYZ file:
```
18
C7H9ClS ωB97M-V with the def2-TZVPD basis set
C 3.151 -0.488 -0.551
C 1.773 -0.840 -0.584
C 3.365 0.739 -0.014
C 1.003 0.136 -0.066
C -1.952 0.260 1.542
C -2.215 -0.523 -0.914
C -1.800 0.493 0.086
S 1.890 1.497 0.467
Cl -1.833 2.120 -0.431
H 3.931 -1.134 -0.917
H 1.398 -1.770 -0.973
H 4.298 1.252 0.125
H -3.008 0.332 1.829
H -1.401 1.002 2.112
H -1.600 -0.735 1.806
H -3.291 -0.436 -1.118
H -2.016 -1.526 -0.541
H -1.696 -0.379 -1.859
```

Summary:
DFT total energy	-30758.7768	eV
LUMO level (spin up / spin down)	0.13 / -0.79	eV
largest force on an atom	0.0297	Eh/bohr
frontier orbital gap (spin up / spin down)	0.3285 / 0.2585	hartree
relative energy (zero: lowest compared OMol25 entry of this formula, charge and spin)	71.57	kcal/mol